(1)
32
Properties=species:S:1:pos:R:3:forces:R:3 method="wB97M-V/def2-TZVPD" homo_energy_ha=-0.6457 max_force_ev_per_a=0.88 gap_ev=9.700 charge=+2 energy_ev=-18751.182 e_lumo_ev=-7.871
O -3.057 0.632 2.860 -0.1 -0.1 -0.1
N 2.319 -1.082 -3.284 0.3 -0.1 -0.1
N -2.141 0.432 1.880 0.3 -0.3 -0.2
C -2.614 1.518 3.947 0.3 0.2 0.7
C 0.137 -0.425 -2.618 0.2 0.0 -0.1
C 2.716 -1.127 -2.004 -0.5 0.2 0.7
C -0.677 -1.077 0.804 -0.1 0.3 0.1
C 0.520 -0.460 -1.287 0.4 0.0 0.0
C -1.550 -0.770 1.829 0.3 -0.3 -0.2
C 3.283 -1.423 -4.360 0.2 0.1 0.2
C 1.062 -0.748 -3.596 -0.7 0.2 0.3
C -1.908 1.361 0.949 0.0 0.4 -0.4
C -0.409 -0.132 -0.180 -0.3 0.0 0.1
C -1.041 1.103 -0.096 -0.1 -0.1 0.2
C -1.126 1.558 4.191 -0.2 0.2 -0.2
C 1.830 -0.823 -0.987 0.0 -0.1 -0.2
H -0.224 -2.053 0.766 0.0 -0.2 0.1
H 3.135 -2.445 -4.682 -0.2 -0.1 -0.1
H -0.980 2.191 5.060 0.0 0.0 0.2
H -1.799 -1.485 2.593 -0.2 0.1 0.3
H -0.698 0.587 4.417 0.1 -0.2 0.0
H -3.111 1.118 4.823 -0.2 -0.2 -0.1
H 0.770 -0.733 -4.633 0.2 -0.1 -0.2
H 3.729 -1.402 -1.767 0.2 -0.1 -0.3
H -0.594 2.051 3.382 0.2 -0.1 -0.1
H -0.868 -0.162 -2.900 -0.1 0.0 -0.2
H 4.282 -1.316 -3.959 0.1 0.0 0.1
H 3.177 -0.719 -5.174 -0.2 0.0 -0.2
H -2.430 2.300 1.030 -0.1 0.0 0.2
H -3.016 2.513 3.789 -0.1 0.1 -0.4
H -0.871 1.871 -0.832 0.0 0.2 -0.1
H 2.155 -0.852 0.040 0.2 -0.1 0.1

---

(2)
36
Properties=species:S:1:pos:R:3:forces:R:3 method="wB97M-V/def2-TZVPD" homo_energy_ha=-0.3446 max_force_ev_per_a=6.77 gap_ev=9.716 charge=0 energy_ev=-26955.463 e_lumo_ev=0.340 e_above_lowest_kj_mol=466.1 smiles="N[C@@H](CC(=O)O)C(=O)N[C@@H](Cc1ccccc1)C(=O)O"
O 0.521 -1.030 3.239 2.3 -0.3 -3.1
O -1.450 -0.196 -0.744 -1.8 -1.2 -1.1
O -5.396 -2.235 -0.705 1.0 0.5 0.2
O -3.355 -2.001 -1.548 0.2 0.0 0.2
O 2.128 -1.839 1.731 -2.1 2.3 -1.2
N -3.266 1.965 0.598 2.1 -2.1 1.3
N -1.015 -0.382 1.280 1.6 0.7 5.1
C -3.370 0.293 0.556 0.1 2.2 0.1
C -1.963 -0.305 0.417 1.3 3.7 -5.5
C 0.461 -0.463 0.927 -3.2 2.3 -0.9
C 3.541 0.065 -2.384 0.1 0.9 -1.2
C 4.746 0.614 -0.413 3.4 0.3 -0.2
C 4.767 0.375 -1.787 1.5 -1.0 -2.0
C 2.362 0.824 -0.361 0.2 -1.0 -1.4
C 2.418 0.446 -1.755 -2.6 -0.6 3.7
C -4.442 0.008 -0.561 1.3 -4.5 3.7
C -4.420 -1.540 -0.888 -0.8 0.4 -1.1
C 1.159 0.923 0.570 2.5 -1.2 2.1
C 3.588 0.853 0.250 -0.8 0.8 3.6
C 1.034 -1.087 2.098 0.2 -2.1 3.1
H 0.451 1.626 0.235 -1.0 0.9 -0.1
H -2.396 2.304 1.170 -2.1 -1.2 -0.9
H 1.488 0.101 -2.136 -0.9 0.2 -0.7
H 3.270 -0.357 -3.367 1.4 0.3 0.2
H 1.775 1.220 1.547 -2.3 0.0 -1.7
H -5.368 -0.087 -0.028 -0.8 1.4 -0.1
H 5.666 0.355 -2.551 -1.4 -0.2 2.4
H -2.652 -1.310 -1.580 0.0 -0.1 0.1
H 5.680 0.628 0.239 -1.0 0.2 -1.4
H -3.741 -0.126 1.490 -0.5 0.8 0.3
H 2.415 -2.296 2.475 1.1 -1.4 2.4
H -2.950 2.258 -0.331 -0.3 -0.6 -0.1
H -1.152 -0.173 2.266 -0.3 -0.4 -0.1
H -4.432 0.518 -1.446 0.2 1.7 -1.9
H 0.279 -1.039 0.065 1.4 -1.2 -1.2
H 3.622 1.090 1.429 0.1 -0.7 -2.8

---

(3)
37
Properties=species:S:1:pos:R:3:forces:R:3 method="wB97M-V/def2-TZVPD" homo_energy_ha=-0.3310 max_force_ev_per_a=2.62 gap_ev=9.407 charge=0 energy_ev=-29007.338 e_lumo_ev=0.401 e_above_lowest_kj_mol=50.8 smiles="N[C@@H](Cc1ccc(O)cc1)C(=O)N[C@@H](CC(=O)O)C(=O)O"
O 4.403 0.906 -2.488 1.0 -1.4 0.2
O -4.545 -0.496 -1.118 0.5 0.8 0.5
O -1.573 -3.445 -0.446 -0.3 0.5 -0.4
O -3.814 1.182 0.143 0.1 0.6 -0.1
O -3.721 -3.141 -0.876 0.3 -0.1 0.2
O -1.391 1.683 0.644 0.4 1.1 0.0
N -1.559 -0.497 0.327 1.5 -1.4 0.4
N 0.311 -1.162 1.976 0.3 1.2 0.7
C -1.016 0.544 0.927 0.0 0.7 1.3
C -0.036 0.309 2.085 -1.3 -2.2 -0.7
C 1.651 1.880 -0.293 -0.7 0.2 -1.1
C 3.599 0.932 -1.392 -0.8 0.3 1.2
C -3.624 0.173 -0.653 -1.0 -1.8 -1.1
C 3.096 0.422 0.952 -0.2 0.2 -1.3
C 3.916 0.304 -0.167 1.0 -0.5 -0.8
C -2.435 -2.793 -0.993 0.3 -0.3 -0.1
C -2.118 -1.537 -1.837 0.8 -0.1 1.3
C 2.429 1.687 -1.452 0.0 0.4 0.6
C -2.180 -0.275 -0.938 -0.8 0.1 -1.1
C 1.945 1.208 0.860 0.7 -0.4 1.9
C 1.083 1.312 2.109 0.9 0.1 0.9
H 0.729 2.494 -0.254 0.8 -0.3 -0.5
H 4.858 -0.290 -0.194 -0.8 0.4 0.5
H -1.656 0.539 -1.471 -0.2 -0.2 0.3
H -0.680 0.396 2.979 0.4 0.0 -0.2
H -1.066 -1.617 -2.181 -0.7 -0.2 0.1
H -1.200 -1.419 0.641 -0.4 0.6 -0.5
H 3.273 -0.088 1.881 0.4 -0.2 0.1
H 1.674 1.111 3.069 -0.5 0.3 -1.4
H -4.288 -2.383 -1.083 -0.1 0.4 -0.3
H 1.007 -1.335 1.252 0.0 0.2 0.1
H 2.179 2.186 -2.373 -0.1 0.1 -0.2
H -2.791 -1.439 -2.668 -0.3 0.1 -0.3
H 5.085 0.189 -2.372 -1.0 1.1 -0.2
H 0.673 2.321 2.216 -0.1 -0.1 -0.1
H -2.919 1.615 0.333 -0.3 -0.3 0.0
H 0.702 -1.477 2.858 0.0 -0.1 -0.1

---

(4)
40
Properties=species:S:1:pos:R:3:forces:R:3 method="wB97M-V/def2-TZVPD" homo_energy_ha=-0.3262 max_force_ev_per_a=10.03 gap_ev=7.704 charge=0 energy_ev=-52709.552 e_lumo_ev=-1.172
S 1.487 -1.593 -2.942 2.3 2.6 0.0
S -0.846 -0.729 2.977 -2.2 0.7 -3.6
O 4.737 -1.472 -3.268 2.3 -1.3 0.8
O 4.761 -0.388 -1.230 -1.6 -1.3 -4.4
O -3.594 2.724 1.681 5.3 4.0 1.8
O 0.136 -0.098 3.758 1.6 0.0 2.0
O -1.610 -1.938 3.264 1.3 2.0 -0.1
O -1.927 -3.333 -1.570 1.8 0.3 2.5
O -0.293 -2.955 -2.853 0.3 -0.6 3.5
N -1.953 0.556 2.658 3.5 -0.1 2.7
N -0.777 -2.903 -1.625 -2.1 1.9 -7.2
C -2.221 2.965 2.586 -6.6 4.3 -0.3
C -0.816 -1.789 0.433 6.7 7.3 0.4
C -1.380 1.910 2.324 4.5 -3.1 2.5
C -4.125 1.573 2.078 7.7 -2.8 2.5
C 3.018 0.073 -4.436 -4.8 3.9 -2.2
C 1.173 -0.342 1.040 -4.0 0.0 0.2
C 2.933 0.105 -3.036 2.6 -9.5 2.0
C 0.950 -1.223 -1.389 3.5 3.4 3.9
C -2.984 0.239 1.882 -5.4 4.6 -4.7
C -0.157 -0.804 1.261 -2.0 -5.0 1.3
C 1.712 -0.325 -0.134 -1.1 -3.2 -6.3
C -0.143 -1.659 -0.828 -4.9 -6.7 0.9
C 4.270 -0.645 -2.380 -1.9 3.9 3.3
H 1.387 0.341 1.751 2.0 1.7 2.5
H 3.606 0.874 -4.651 2.4 2.2 -1.5
H -1.911 3.996 2.349 0.3 -0.8 -0.8
H -4.343 1.590 3.075 -1.2 -0.4 2.8
H -2.563 3.165 3.633 0.0 -1.1 -0.6
H -2.920 0.200 0.756 1.1 0.5 0.5
H 5.555 -1.847 -2.830 -0.9 0.2 -0.8
H -1.745 -2.121 0.603 -3.0 -1.8 0.4
H -0.472 2.171 3.004 -1.3 -1.1 -0.7
H -4.783 1.583 1.425 -7.3 -1.9 -5.4
H 2.566 0.820 -2.465 -1.6 3.5 2.1
H -0.934 1.942 1.375 0.2 -0.2 -1.8
H 1.975 0.515 -4.812 1.9 -1.3 0.3
H 2.642 0.041 -0.419 1.4 0.8 -0.2
H 3.274 -0.744 -4.996 0.6 -2.2 -0.7
H -3.687 -0.480 1.954 -1.4 -3.3 2.1

---

(5)
40
Properties=species:S:1:pos:R:3:forces:R:3 method="wB97M-V/def2-TZVPD" homo_energy_ha=-0.1877 max_force_ev_per_a=2.12 gap_ev=7.758 charge=-1 energy_ev=-34591.165 e_lumo_ev=2.651
O -1.084 0.908 -1.797 0.6 0.1 0.1
O -1.092 -0.003 0.220 0.6 -0.1 1.0
O 3.961 2.489 0.789 -0.3 -0.3 -0.1
O -2.492 -1.873 -4.430 0.0 -0.1 0.7
O -3.635 0.094 -3.132 0.2 -0.6 0.5
O -3.997 -0.038 -1.005 0.5 -0.9 -1.5
O -2.838 -2.006 0.374 -0.2 -0.8 -1.2
O 2.399 -0.469 0.018 -0.6 0.7 0.3
N 2.706 -0.273 2.184 0.0 0.0 1.7
N 1.839 2.651 1.575 -0.5 -0.9 0.4
N -3.567 -0.521 -2.059 -0.5 1.8 0.9
C 2.498 0.250 3.533 0.0 0.1 -0.7
C -2.690 -2.529 -3.252 0.1 0.6 -0.7
C 0.563 1.702 -0.302 0.5 -0.6 0.4
C 3.341 4.504 1.858 0.0 0.0 0.0
C 1.233 1.408 1.051 -0.3 0.2 -0.1
C -0.610 0.772 -0.650 -1.1 -0.1 -1.3
C -2.484 -3.907 -3.273 -0.1 -0.3 0.1
C 3.069 3.109 1.346 1.4 0.2 -0.3
C -3.046 -1.854 -2.056 0.5 -1.3 0.0
C 2.148 0.154 1.044 0.4 0.1 -2.0
C -2.729 -3.981 -0.893 -0.1 -0.4 -0.3
C -2.558 -4.650 -2.100 -0.1 0.8 0.2
C -2.906 -2.597 -0.858 0.4 0.8 1.5
H 2.915 -0.445 4.262 -0.1 0.0 -0.1
H -2.437 -0.921 -4.211 -0.4 -0.1 -0.2
H 3.319 -1.062 2.064 -0.1 0.0 -0.1
H 0.163 2.718 -0.276 0.0 0.0 0.1
H -2.402 -5.724 -2.116 0.0 0.1 0.0
H -2.260 -1.189 0.294 0.0 0.4 -0.1
H 1.208 3.278 2.040 -0.1 0.0 0.0
H 3.194 4.527 2.935 -0.1 0.2 0.1
H 4.369 4.771 1.619 -0.1 -0.1 0.0
H 2.997 1.215 3.633 0.0 0.0 0.2
H -2.249 -4.389 -4.215 0.0 0.2 0.0
H 1.312 1.671 -1.096 -0.1 -0.1 0.0
H 2.662 5.199 1.368 -0.1 0.2 0.1
H -2.674 -4.518 0.047 0.0 0.2 0.0
H 1.430 0.368 3.726 0.1 0.0 0.1
H 0.425 1.163 1.739 -0.1 -0.1 0.1

---

(6)
40
Properties=species:S:1:pos:R:3:forces:R:3 method="wB97M-V/def2-TZVPD" homo_energy_ha="-0.1916 / -0.1769" max_force_ev_per_a=3.62 gap_ev="3.324 / 2.621" charge=0 energy_ev=-60479.291 e_lumo_ev="-1.888 / -2.194" e_above_lowest_kj_mol=0.0
Pt -0.238 0.417 0.101 1.6 -1.6 0.4
S 1.848 -0.604 -0.429 -0.7 1.7 -0.3
S 3.336 -3.006 0.481 1.2 1.6 -0.5
S 0.632 -3.266 0.453 -1.6 0.7 -0.3
O -1.502 -1.214 -0.033 -0.6 1.0 0.3
N -1.801 1.572 0.744 -0.8 2.3 -0.8
N -2.945 -2.356 -1.340 0.2 -0.3 0.2
N -3.948 3.379 0.650 -0.8 -1.4 0.7
N 0.356 4.418 0.044 -0.8 -0.5 0.2
N 1.650 4.081 -0.114 -0.6 -0.3 0.1
N 0.634 2.189 0.062 -0.3 1.1 0.2
C -1.619 2.920 0.408 -2.3 -1.8 0.8
C -1.043 -1.328 -2.406 0.2 0.3 0.3
C -1.782 -1.665 -1.143 0.4 -0.9 -1.0
C -2.738 3.760 0.337 1.2 0.2 -0.1
C -4.086 2.098 1.088 -0.1 1.6 -0.4
C -1.800 -0.083 -2.920 -0.1 0.0 -0.2
C 1.897 -2.194 0.159 0.4 -3.4 1.1
C -3.044 1.210 1.104 0.8 -0.3 0.2
C -0.268 3.248 0.159 3.1 0.7 -0.6
C -4.165 -1.611 -1.051 -0.1 0.3 0.1
C -3.325 -0.234 -3.085 0.0 0.2 0.1
C 1.812 2.754 -0.100 0.0 -0.1 0.0
C -4.133 -0.245 -1.773 -0.1 -0.1 -0.1
H -1.072 -2.137 -3.136 -0.2 -0.1 0.1
H -2.615 4.779 0.000 0.1 0.1 0.0
H -1.366 0.199 -3.880 0.0 0.0 0.0
H -5.003 -2.218 -1.394 0.0 0.0 0.1
H -1.600 0.742 -2.218 0.0 -0.1 -0.2
H -3.703 0.505 -1.108 0.0 0.0 -0.1
H 2.351 4.804 -0.188 -0.1 -0.1 0.0
H -3.553 -1.122 -3.677 0.0 -0.1 -0.1
H -3.176 0.184 1.427 0.1 0.0 -0.1
H -2.986 -2.823 -2.236 0.1 0.2 0.1
H -4.258 -1.470 0.029 -0.1 -0.1 -0.1
H -3.666 0.626 -3.666 0.0 -0.1 0.0
H 2.750 2.242 -0.208 0.1 -0.2 0.0
H -0.004 -1.055 -2.211 -0.1 -0.3 0.0
H -5.074 1.814 1.415 -0.1 -0.1 0.0
H -5.157 0.068 -1.982 0.0 0.0 0.1

---

(7)
31
Properties=species:S:1:pos:R:3:forces:R:3 method="wB97M-V/def2-TZVPD" homo_energy_ha=-0.2888 max_force_ev_per_a=3.24 gap_ev=8.711 charge=0 energy_ev=-17834.003 e_lumo_ev=0.853 e_above_lowest_kj_mol=72.1 smiles="CCC(=O)OC1=C2[C@@H]3CC[C@@H](C3)[C@H]2C=C1"
O -1.655 0.637 1.714 0.7 -1.2 -0.6
O -1.016 -1.469 1.025 0.4 0.5 -0.1
C 0.510 1.239 -0.196 1.0 1.1 0.9
C 1.881 0.805 -0.762 0.8 -1.4 0.8
C 0.153 -0.001 -2.232 0.2 -1.6 0.8
C -1.811 -1.122 3.263 0.1 -1.3 0.5
C -0.223 0.101 -0.800 -1.7 -0.7 2.6
C 1.447 0.823 -2.216 0.8 0.0 -1.4
C 0.300 2.541 -0.998 -0.3 0.1 -0.7
C -0.712 -1.955 3.928 0.6 0.2 -0.5
C 0.072 -1.517 -2.407 -0.5 -0.9 -0.1
C -0.539 -2.091 -1.331 1.0 0.2 -0.5
C -1.441 -0.541 1.920 -1.4 1.6 0.7
C 1.047 2.299 -2.378 -0.4 -0.4 0.8
C -0.641 -1.096 -0.261 0.1 1.9 -1.5
H -0.786 -3.143 -1.196 0.0 0.3 -0.2
H -0.757 2.703 -1.158 -0.3 0.1 -0.1
H 0.091 -1.272 4.323 -0.6 -0.9 -0.6
H -0.595 0.479 -2.855 -0.2 -0.1 -0.3
H 0.359 -2.093 -3.296 -0.4 0.5 0.2
H -1.136 -2.489 4.762 -0.1 -0.2 0.4
H -2.017 -0.367 4.005 -0.4 0.8 -0.5
H 2.704 1.496 -0.555 -0.1 0.0 0.0
H -2.742 -1.725 3.154 0.6 0.3 -0.1
H 0.410 2.449 -3.254 0.1 0.1 0.2
H 0.660 3.428 -0.486 0.3 0.0 0.2
H 2.145 -0.226 -0.378 -0.1 1.0 -0.5
H 0.503 1.393 0.912 -0.3 -0.4 -1.1
H -0.339 -2.699 3.209 0.3 0.3 0.4
H 2.181 0.506 -2.978 -0.2 0.1 0.4
H 1.948 2.907 -2.476 -0.1 0.1 0.0

---

(8)
35
Properties=species:S:1:pos:R:3:forces:R:3 method="wB97M-V/def2-TZVPD" homo_energy_ha=-0.3248 max_force_ev_per_a=13.53 gap_ev=9.114 charge=0 energy_ev=-34804.401 e_lumo_ev=0.276 e_above_lowest_kj_mol=970.7 smiles="CCOc1ccc(CS[C@@H](CC(=O)O)C(=O)O)cc1"
S 1.884 -0.738 -0.495 -0.5 0.7 2.3
O 4.181 1.713 -1.320 -0.5 -5.5 3.1
O 7.010 -1.083 -0.638 -4.9 2.6 2.8
O 6.062 0.374 0.841 2.2 0.9 -1.0
O 3.138 2.019 0.811 2.8 -4.7 -3.9
O -4.322 0.547 -0.453 -5.9 -2.3 0.0
C -1.410 -1.041 0.741 -6.3 -5.1 0.4
C 0.820 -0.029 0.982 -1.1 -12.0 1.1
C -5.277 -0.594 -0.301 -3.5 5.8 -1.1
C -3.144 0.202 -0.063 -3.2 -0.3 -1.6
C -2.774 -0.930 0.407 2.3 -6.0 2.5
C 5.928 -0.562 -0.085 5.5 -3.3 -5.3
C -0.603 -0.125 0.874 4.6 12.1 -4.0
C -1.052 1.101 0.214 0.2 0.1 -0.2
C 3.643 1.104 -0.002 -2.6 11.6 0.4
C 3.518 -0.254 0.304 -0.8 -2.5 -12.8
C 4.576 -1.001 -0.709 0.9 0.4 9.5
C -6.711 -0.061 -0.728 2.1 -1.8 -4.3
C -2.294 1.129 -0.355 5.2 7.8 0.9
H -3.332 -1.850 0.634 -0.2 0.9 -0.4
H -5.102 -1.347 -0.934 1.5 -2.8 -2.2
H -0.407 1.988 0.142 -0.2 -0.5 0.1
H -7.101 0.740 -0.230 -0.4 2.4 1.4
H -6.688 0.106 -1.876 0.1 0.5 1.8
H 1.372 0.658 1.245 4.1 8.3 2.2
H 3.970 2.611 -1.268 -0.7 2.3 0.6
H -7.490 -0.794 -0.707 -0.2 -1.1 0.6
H 7.051 0.688 0.633 -2.7 -1.0 1.1
H 4.516 -0.974 -1.686 -0.4 1.4 -4.8
H 1.092 -0.764 1.920 -0.2 0.9 -2.1
H 3.693 -0.266 1.217 1.1 -1.6 8.6
H -2.669 2.184 -0.550 0.3 -1.6 -0.6
H -5.554 -0.908 0.630 0.9 -0.8 3.1
H -1.088 -1.794 1.295 0.8 -4.9 1.6
H 4.562 -2.047 -0.490 -0.2 -0.8 0.4